1.
Molecular formula: C47H66O42
Method: DFT, the ωB97M-V functional and the def2-TZVPD basis

```
155
Properties=species:S:1:pos:R:3
C -5.849 -3.988 2.351
C -6.180 -2.859 1.294
O -5.359 -1.778 1.642
C -4.545 -2.195 2.640
O -3.703 -1.544 3.275
O -4.847 -3.400 3.122
H -5.521 -4.855 1.778
H -6.615 -4.335 3.044
H -7.204 -2.488 1.243
H -5.910 -3.181 0.288
C -0.605 0.790 -0.423
C -0.812 -0.718 -0.665
O 0.517 -1.206 -0.223
C 1.152 -0.242 0.474
O 2.198 -0.370 1.185
O 0.515 0.928 0.327
H -1.307 1.367 0.180
H -0.409 1.208 -1.411
H -0.782 -0.870 -1.744
H -1.640 -1.162 -0.112
C -1.566 -7.714 -0.786
C -1.056 -6.444 -0.201
O -1.130 -6.671 1.192
C -2.001 -7.669 1.435
O -2.340 -8.016 2.564
O -2.323 -8.282 0.245
H -0.869 -8.480 -1.124
H -2.252 -7.519 -1.610
H -1.791 -5.657 -0.369
H -0.133 -6.048 -0.625
C -1.590 0.613 2.999
C -1.862 0.721 4.463
O -0.746 1.408 4.978
C -0.158 2.116 3.991
O 0.819 2.812 4.049
O -0.741 1.716 2.803
H -2.496 0.624 2.393
H -1.092 -0.328 2.766
H -1.897 -0.263 4.930
H -2.772 1.224 4.789
C 0.348 -3.987 2.142
C 1.421 -4.590 3.080
O 1.874 -3.415 3.755
C 0.967 -2.457 3.673
O 1.105 -1.348 4.066
O -0.095 -2.864 2.775
H -0.472 -4.705 2.145
H 0.622 -3.794 1.105
H 2.255 -4.953 2.478
H 1.037 -5.450 3.628
C 4.907 -1.198 3.008
C 4.910 -2.124 1.892
O 6.335 -2.418 1.804
C 6.962 -1.828 2.766
O 8.110 -1.921 2.988
O 6.148 -1.186 3.543
H 4.300 -1.615 3.811
H 4.649 -0.171 2.749
H 4.546 -1.574 1.025
H 4.384 -3.062 2.067
C 0.059 4.916 1.367
C 1.370 4.486 0.859
O 1.254 4.798 -0.482
C 0.476 5.797 -0.646
O 0.565 6.484 -1.678
O -0.237 5.984 0.483
H 0.144 5.286 2.389
H -0.626 4.078 1.237
H 1.503 3.412 0.990
H 2.193 4.917 1.429
C -2.760 -2.519 -3.907
C -3.298 -2.654 -2.355
O -2.610 -3.783 -1.902
C -1.586 -4.188 -2.806
O -0.725 -5.063 -2.561
O -1.644 -3.433 -3.889
H -2.523 -1.507 -4.237
H -3.554 -2.897 -4.551
H -4.320 -3.031 -2.385
H -3.267 -1.779 -1.706
C 4.191 2.663 3.481
C 4.910 2.351 4.769
O 6.043 3.247 4.662
C 6.247 3.735 3.427
O 7.178 4.495 3.094
O 5.281 3.245 2.648
H 3.328 3.296 3.687
H 3.771 1.751 3.058
H 5.363 1.362 4.826
H 4.252 2.479 5.629
C -4.546 1.353 -5.127
C -5.089 1.921 -3.771
C -6.400 1.254 -3.411
O -6.209 0.558 -2.138
C -4.985 0.771 -1.764
O -4.478 0.478 -0.664
O -4.253 1.385 -2.746
H -4.463 0.273 -5.240
H -3.475 1.467 -5.300
H -5.182 1.718 -5.933
H -5.195 3.005 -3.747
H -6.732 0.607 -4.223
H -7.213 1.975 -3.330
C -1.748 3.820 -2.422
C -1.152 3.586 -3.843
C 0.419 3.675 -3.980
O 0.647 2.532 -4.779
C -0.334 1.741 -4.795
O -0.294 0.605 -5.326
O -1.373 2.269 -4.135
H -1.824 4.888 -2.215
H -1.157 3.505 -1.563
H -2.668 3.249 -2.295
H -1.725 4.081 -4.627
H 0.947 3.575 -3.032
H 0.661 4.636 -4.434
C -5.294 5.545 0.501
C -5.253 4.523 1.627
C -4.703 3.201 1.226
O -3.517 3.007 1.973
C -3.356 4.020 2.786
O -2.444 4.224 3.577
O -4.349 4.903 2.617
H -5.909 5.189 -0.325
H -4.274 5.674 0.137
H -5.742 6.479 0.841
H -6.171 4.252 2.147
H -4.424 3.351 0.183
H -5.441 2.421 1.408
C 4.959 1.024 -0.871
C 5.657 2.328 -0.763
C 6.992 2.184 -0.019
O 7.939 2.793 -0.909
C 7.275 2.861 -2.145
O 7.807 3.190 -3.187
O 5.920 2.763 -2.049
H 4.043 1.357 -1.359
H 4.526 0.445 -0.055
H 5.465 0.318 -1.530
H 5.123 3.084 -0.188
H 7.275 1.153 0.196
H 6.910 2.772 0.895
C 5.011 -3.149 -3.905
C 3.978 -2.714 -2.884
C 2.580 -3.126 -3.332
O 2.103 -3.750 -2.154
C 3.068 -4.094 -1.358
O 2.903 -4.819 -0.344
O 4.187 -3.485 -1.685
H 4.911 -4.166 -4.285
H 5.994 -2.932 -3.487
H 4.902 -2.391 -4.681
H 4.084 -1.675 -2.569
H 2.679 -3.930 -4.061
H 2.013 -2.275 -3.710
```

Orbital gap (hartree): 0.356
M (g/mol): 1303.00
Relative energy (zero: lowest compared OMol25 entry of this formula, charge and spin) (kJ/mol): 30.4

Here are the Löwdin charges for atoms 1 to 99, given in e: -0.10 -0.11 0.06 -0.51 0.12 0.08 0.12 0.13 0.13 0.12 -0.15 -0.02 0.06 -0.47 0.08 0.05 0.13 0.12 0.13 0.13 -0.14 -0.14 0.04 -0.50 0.12 0.06 0.14 0.13 0.11 0.13 -0.16 -0.13 0.08 -0.51 0.14 0.01 0.11 0.11 0.13 0.14 -0.18 -0.07 0.07 -0.50 0.17 0.02 0.11 0.12 0.12 0.13 -0.19 -0.07 0.12 -0.69 0.18 0.11 0.15 0.12 0.11 0.14 -0.12 -0.14 0.09 -0.60 0.10 0.09 0.15 0.13 0.13 0.15 -0.03 -0.11 0.00 -0.44 0.10 0.07 0.11 0.12 0.12 0.09 -0.07 -0.08 0.06 -0.54 0.11 0.04 0.11 0.11 0.13 0.14 -0.01 -0.28 -0.06 0.12 -0.55 0.09 0.04 0.08 0.07

---

2.
Molecular formula: C33H37AlClN11O5
Method: DFT, the ωB97M-V functional and the def2-TZVPD basis

```
88
Properties=species:S:1:pos:R:3
Al 2.516 0.428 -0.892
O 2.232 -4.619 4.088
C 1.877 -3.859 3.248
O 0.779 -3.486 2.656
C 2.336 -2.829 2.305
C 2.382 -1.432 2.687
C 2.547 -0.504 1.721
N 2.805 -0.841 0.424
C 2.897 -2.152 0.065
C 2.736 -3.158 0.951
C 3.136 -2.287 -1.394
C 3.457 -3.477 -2.022
C 3.623 -3.495 -3.397
C 3.456 -2.319 -4.117
C 3.132 -1.167 -3.432
N 2.983 -1.136 -2.100
C 2.421 0.965 1.888
C 2.253 1.591 3.113
C 2.095 2.964 3.157
C 2.104 3.690 1.970
C 2.276 3.008 0.787
N 2.440 1.675 0.732
H 2.206 -1.169 3.720
H 2.828 -4.198 0.673
H 3.577 -4.379 -1.439
H 3.874 -4.417 -3.904
H 3.565 -2.293 -5.191
H 2.962 -0.239 -3.959
H 2.241 1.006 4.021
H 1.960 3.466 4.105
H 1.975 4.762 1.966
H 2.267 3.530 -0.162
N 4.673 0.921 -0.824
N 4.886 2.165 -1.420
C 3.925 2.652 -2.230
N 4.185 3.752 -2.905
N 2.776 1.933 -2.235
N 1.818 2.233 -3.232
O 1.090 1.317 -3.506
O 1.772 3.343 -3.713
H 4.894 0.968 0.167
H 5.263 0.209 -1.254
H 5.786 2.617 -1.351
H 5.109 4.155 -2.913
H 3.450 4.154 -3.475
C -3.040 -0.138 3.906
C -2.286 0.165 2.601
C -1.178 -0.885 2.443
C -1.650 1.551 2.780
C -3.307 0.167 1.406
O -4.379 1.054 1.716
C -3.823 -1.254 1.103
C -5.183 -1.354 0.392
C -5.207 -0.836 -1.023
C -4.509 -1.502 -2.027
C -4.467 -1.007 -3.320
C -5.137 0.170 -3.620
Cl -5.074 0.802 -5.233
C -5.862 0.837 -2.647
C -5.894 0.327 -1.356
C -2.787 0.882 0.134
N -1.525 0.395 -0.420
C -0.369 1.029 -0.439
N 0.565 0.235 -0.963
C -0.128 -0.906 -1.270
N -1.388 -0.835 -0.955
H -2.321 -0.236 4.721
H -3.603 -1.070 3.867
H -3.719 0.673 4.171
H -1.565 -1.900 2.379
H -0.527 -0.849 3.320
H -0.542 -0.717 1.570
H -1.151 1.597 3.750
H -2.406 2.337 2.756
H -0.890 1.767 2.024
H -4.955 0.646 2.372
H -3.919 -1.790 2.049
H -3.071 -1.791 0.525
H -5.947 -0.839 0.976
H -5.460 -2.410 0.387
H -3.986 -2.422 -1.796
H -3.933 -1.532 -4.101
H -6.400 1.741 -2.898
H -6.454 0.854 -0.592
H -2.637 1.934 0.368
H -3.543 0.811 -0.643
H -0.224 2.028 -0.064
H 0.317 -1.776 -1.723
```

Orbital gap (hartree): 0.227
M (g/mol): 730.17
Net charge: +2

Table of Löwdin atomic charges, one value per atom, all in e: 0.08 0.16 -0.55 0.11 -0.13 0.08 -0.18 0.06 -0.18 0.10 -0.15 0.04 0.01 -0.01 -0.07 0.08 -0.14 0.04 0.00 -0.01 -0.09 0.08 0.13 0.14 0.13 0.13 0.13 0.11 0.13 0.13 0.13 0.12 0.11 0.06 -0.35 0.25 0.14 -0.37 0.12 0.11 0.14 0.15 0.18 0.15 0.12 -0.03 -0.49 -0.03 -0.04 -0.42 0.00 -0.11 -0.12 -0.25 -0.05 -0.10 -0.67 0.68 -0.09 -0.04 0.00 -0.04 -0.08 0.08 -0.11 0.19 0.10 0.09 0.09 0.09 0.09 0.06 0.09 0.10 0.05 0.11 0.11 0.10 0.11 0.13 0.12 0.11 0.11 0.12 0.14 0.13 0.15 0.14